No. 1
Below is a molecular structure, C6H9N, with properties calculated with wB97M-V/def2-TZVPD.

Summary:
E_HOMO = -8.722 eV
Molecular weight = 95.1 g mol⁻¹
ΔE to the lowest compared entry with this formula, charge and spin = 295.2 kJ/mol
E_LUMO = 1.19 eV
Total charge = 0

Element x y z (Å)
C -0.14165 1.88747 -0.24111
N -0.35663 0.55097 -0.77628
C -0.98346 -0.31307 0.23520
C -0.53409 -1.51679 -0.63345
C 0.67669 -0.54598 -0.79572
C 1.23822 -0.57872 0.62200
C 0.15303 -0.36514 1.36914
H 0.03408 1.86448 0.84574
H 0.69107 2.41293 -0.70684
H -1.05849 2.46329 -0.41381
H -2.03974 -0.09074 0.43681
H -1.09466 -1.68139 -1.56040
H -0.37334 -2.44647 -0.08656
H 1.36324 -0.59439 -1.64190
H 2.26691 -0.79928 0.89476
H 0.15882 -0.24718 2.45242

---

No. 2
Below is C6H9N in the gas phase, with properties calculated with wB97M-V/def2-TZVPD.

Summary:
E_HOMO = -8.759 eV
Molecular weight = 95.1 g mol⁻¹
ΔE to the lowest compared entry with this formula, charge and spin = 411.9 kJ/mol
E_LUMO = 0.04 eV
Total charge = 0

Element x y z (Å)
C 1.65881 1.19723 0.65024
C 0.56533 0.55816 -0.21167
C -0.58837 -0.03453 0.61796
C -1.73590 -0.49245 -0.28604
C -1.66729 -1.69052 -1.12828
C 1.13208 -0.49150 -1.07559
N 1.56062 -1.34403 -1.73107
H 2.45424 1.61539 0.02701
H 2.10304 0.46183 1.32832
H 1.22748 2.00595 1.24847
H -0.93218 0.73705 1.31820
H -0.21407 -0.87668 1.21396
H -2.55245 -0.95732 0.32725
H -2.22388 0.35930 -0.77932
H -0.93661 -2.37061 -0.63800
H 0.14913 1.32274 -0.88146